## one
24
Properties=species:S:1:pos:R:3:mulliken_charge:R:1 method="wB97M-V/def2-TZVPD" orbital_gap_ev="7.085 / 7.075" e_lumo_ha="-0.3006 / -0.3010" total_charge=+2
N -0.7226 1.4061 -0.7443 -0.3104
H -1.6025 1.9951 -2.6100 0.3135
C 0.8542 -1.0849 0.3867 0.7363
H 3.2533 -1.8836 2.2538 0.4028
N -0.6454 -0.5199 2.4703 -0.2420
H -3.6064 1.6561 -0.8047 0.3005
H 1.2425 -3.1549 1.0548 0.4361
C 0.6417 -0.5296 -0.8962 -0.4902
C 1.7038 -2.3066 0.5155 -0.7626
C -2.9127 2.5856 -0.8285 -1.1166
N -0.2135 0.4072 -1.3698 0.2569
H 0.8107 -1.3148 -1.6292 0.2613
C -1.5239 2.3126 -1.5020 -0.3274
H 1.9703 -2.6781 -0.5805 0.4083
C 0.1287 -0.7431 1.4727 -0.2008
H -0.3370 0.5284 -2.4308 0.3382
H -1.0996 3.3328 -1.6264 0.2567
N 3.1084 -1.9692 1.1403 -0.4073
H 3.2858 -1.0093 0.8456 0.3862
H -2.7648 3.0352 0.0822 0.3523
H -3.2911 3.2920 -1.4335 0.3960
H -1.5120 -1.0015 2.7376 0.2990
H 3.7207 -2.6545 0.5164 0.4173
H -0.4886 0.2990 2.9799 0.2960

## two
24
Properties=species:S:1:pos:R:3:mulliken_charge:R:1 method="wB97M-V/def2-TZVPD" orbital_gap_ev=9.386 e_lumo_ha=-0.2169 total_charge=+2
C 0.4290 -3.4558 -0.0729 0.2029
C -0.8305 -4.2328 0.1137 -0.3265
C 2.3316 -2.0930 0.9582 0.4943
H -3.5809 9.6630 -0.1395 0.3496
C 0.6101 -1.6666 -0.0765 0.3968
H -0.7598 -5.2033 0.7453 0.2453
H 0.0653 -5.1403 -1.6155 0.3053
H -3.9479 11.4013 0.1936 0.4171
N 3.4395 -1.8145 1.6145 -0.2992
C -0.2374 -4.1860 -1.2447 -0.7500
H -0.9326 -1.3053 -1.4689 0.2370
H -2.5400 10.7656 -0.0631 0.3642
H -1.8297 -3.7131 0.2870 0.2321
N -0.1957 -0.9442 -0.8561 -0.2917
H 1.8624 -4.1167 1.4936 0.4643
N 1.7128 -0.9910 0.4438 -0.6451
H 2.5784 -3.8217 -0.2522 0.3636
H 0.1145 0.0174 -0.9602 0.2865
H -0.7205 -3.5224 -1.8979 0.1771
C 1.8817 -3.5190 0.5617 -0.5998
H 3.6439 -0.9448 2.0820 0.2710
H -3.6017 10.7718 -1.4170 0.4154
N -3.4716 10.6089 -0.3579 -0.5462
H 3.9790 -2.5573 1.9291 0.2362

List of relative energies, unit eV: one 5.118; two 0.000

## one
14
Properties=species:S:1:pos:R:3:mulliken_charge:R:1 method="wB97M-V/def2-TZVPD" orbital_gap_ev=9.372 e_lumo_ha=-0.1838 total_charge=+1
O 0.4691 -2.2642 1.3397 -0.4361
C 0.7134 -1.9245 -1.0834 -0.4976
C 0.1769 -1.6544 0.3707 0.2777
H 0.9334 2.1395 1.2180 0.2714
H -1.0407 -0.1536 1.4387 0.3713
H 0.4301 -2.9099 -1.4972 0.3781
H -0.7510 2.7045 1.1739 0.3280
N -0.6195 -0.5199 0.4561 -0.1140
N 0.0848 2.2446 0.6020 -0.8305
C -0.8029 0.3223 -0.5629 0.0243
H 1.7875 -1.9253 -1.0483 0.3425
H 0.1495 3.1498 0.1323 0.2822
H -1.4534 1.1536 -0.4426 0.4109
Se -0.0770 -0.3624 -2.0970 0.1918

## two
14
Properties=species:S:1:pos:R:3:mulliken_charge:R:1 method="wB97M-V/def2-TZVPD" orbital_gap_ev=9.052 e_lumo_ha=-0.1815 total_charge=+1
C -0.3276 -1.9023 0.0908 0.2772
H 1.7355 1.1001 -0.1894 0.3066
C -1.6118 -1.4875 -0.4894 -0.4574
Se -1.9205 0.2611 0.2131 0.2172
H 1.0158 1.2203 -1.5761 0.2379
N 0.8781 1.4263 -0.6412 -0.6749
N 0.3028 -0.9546 0.8331 0.0369
H -1.5571 -1.5221 -1.5483 0.3357
H 0.0460 1.1895 1.7073 0.3512
C -0.2700 0.2180 0.9638 -0.0614
O 0.2086 -2.9679 -0.1302 -0.4937
H 1.2099 -1.0177 1.1935 0.2349
H 0.9383 2.4334 -0.6145 0.2704
H -2.4507 -2.1249 -0.3770 0.4194

List of relative energies, unit eV: one 0.000; two 0.098

## one
11
Properties=species:S:1:pos:R:3:mulliken_charge:R:1 method="wB97M-V/def2-TZVPD" smiles="N=C=O.O=NCO" orbital_gap_ev=9.147 e_lumo_ha=-0.0176
N -1.1823 -0.9236 -0.4299 -0.0377
O -2.7755 0.7675 -0.3792 -0.4807
H -0.8213 1.0585 0.0918 0.1757
C 2.5071 0.3657 -0.0387 0.5254
C -1.6063 0.2919 0.2026 0.0615
O 1.6087 1.0892 -0.1184 -0.4024
O -0.2085 -1.4913 0.0294 -0.2877
H -3.1797 0.0400 -0.8686 0.2973
H -1.7464 0.1363 1.2897 0.2762
H 3.8693 -1.1023 0.2816 0.2811
N 3.5347 -0.2320 -0.0604 -0.4086

## two
11
Properties=species:S:1:pos:R:3:mulliken_charge:R:1 method="wB97M-V/def2-TZVPD" orbital_gap_ev=10.690 e_lumo_ha=0.0226
N 0.2149 0.5124 -0.1006 0.2274
H -1.2573 0.1374 1.6983 0.3704
H 1.3799 2.0028 -0.1308 0.3646
C -0.4122 -0.4377 1.3134 0.2436
N 0.8840 -0.3906 -1.0158 -0.5257
H -1.0767 0.0490 -1.8408 0.3811
C -0.5941 -0.3687 -0.9616 0.1162
H 1.2583 -1.1523 -0.4412 0.3118
O -1.2326 -1.1588 -0.1235 -0.5823
O 0.4286 1.8791 -0.2812 -0.4398
O 0.4071 -1.0727 1.8838 -0.4675

List of relative energies, unit eV: one 0.000; two 2.178

## one
7
Properties=species:S:1:pos:R:3:mulliken_charge:R:1 method="wB97M-V/def2-TZVPD" orbital_gap_ev="6.625 / 8.654" e_lumo_ha="-0.1329 / -0.0711"
H -1.3021 -1.0591 -1.1055 0.3053
H 1.0240 0.1759 0.5579 -0.0187
O 1.0774 0.0604 -1.5346 -0.3980
F -1.3193 -0.6132 0.8390 -0.1700
Br 0.7970 1.8751 2.1162 -0.0583
C 0.5293 -0.0630 -0.4984 0.2827
C -0.8062 -0.3760 -0.3746 0.0571

## two
7
Properties=species:S:1:pos:R:3:mulliken_charge:R:1 method="wB97M-V/def2-TZVPD" orbital_gap_ev="8.887 / 6.734" e_lumo_ha="-0.0080 / -0.0604"
Br -2.3253 0.0417 -0.4416 0.1500
H -0.2829 1.1103 -0.3119 0.1555
C 0.9946 -0.4684 0.0464 0.6293
O -1.4212 -1.3788 -0.4821 -0.4647
C 0.5891 0.7425 0.1765 -0.6166
F 1.6916 -1.4813 0.1041 -0.1310
H 0.7541 1.4340 0.9087 0.2776

List of relative energies, unit eV: one 0.000; two 3.542

## one
6
Properties=species:S:1:pos:R:3:mulliken_charge:R:1 method="wB97M-V/def2-TZVPD" orbital_gap_ev="8.233 / 9.279" e_lumo_ha="-0.0693 / -0.0429"
H -1.0098 0.2213 0.4386 0.3261
C 1.1865 0.3801 -0.3184 0.0146
C 3.3604 1.0633 -1.1904 -0.5997
H 0.6439 -0.8062 0.1511 0.2502
C 4.4546 1.3011 -1.4738 0.4814
C 0.0267 0.1896 0.1223 -0.4726

## two
6
Properties=species:S:1:pos:R:3:mulliken_charge:R:1 method="wB97M-V/def2-TZVPD" orbital_gap_ev=8.185 e_lumo_ha=-0.0548
C 1.3343 -0.0371 0.8243 0.2910
C 0.3496 0.2710 0.0427 0.6226
C -0.6863 0.3052 -0.7377 -0.7662
H -1.2435 1.1382 -1.1532 0.2973
C 2.2038 -0.5879 1.5871 -0.6753
H -0.9780 -0.7283 -0.9077 0.2306

List of relative energies, unit eV: one 6.742; two 0.000

## one
25
Properties=species:S:1:pos:R:3:mulliken_charge:R:1 method="wB97M-V/def2-TZVPD" orbital_gap_ev=10.477 e_lumo_ha=0.0347
H 2.3360 0.5535 -0.1861 0.3524
H 0.1905 0.7439 -1.3376 0.2503
H 0.9404 1.6496 2.3023 0.3393
C 1.7916 1.5611 1.6319 -1.4401
N -0.2954 -2.0269 0.5830 -0.7728
C -2.3437 -1.3049 -0.6565 -1.2104
C -0.9094 -1.7129 -0.4758 0.8715
H 1.3701 -2.0878 -0.6349 0.3012
H 1.1858 -3.0087 -1.9972 0.2594
H 2.1104 2.5618 1.3447 0.3282
H -2.4104 -0.5428 -1.4274 0.3232
O -0.2670 -1.7219 -1.6527 -0.2718
H -2.9209 -2.1703 -0.9773 0.3392
H 0.8156 2.3281 -0.9052 0.4692
C 0.3964 1.4062 -0.4958 -0.4501
H 2.6039 1.0879 2.1799 0.4002
H -1.6882 1.9824 -0.4747 0.3311
H -2.7590 -0.9326 0.2755 0.3650
H 1.0562 -0.2330 0.7355 0.0901
H -0.8453 -1.9923 1.4310 0.2222
C 1.4349 0.7341 0.4038 0.0229
N 1.1152 -2.0595 -1.6250 -0.4837
H -1.2323 0.8801 0.8234 0.2341
C -0.9040 1.7298 0.2334 -1.2587
H -0.7713 2.5751 0.9019 0.3881

## two
25
Properties=species:S:1:pos:R:3:mulliken_charge:R:1 method="wB97M-V/def2-TZVPD" smiles="CC(=O)NN.CCCC" orbital_gap_ev=9.873 e_lumo_ha=0.0292
H -0.2047 -3.7508 0.3230 0.3616
N -1.5025 -1.7598 1.1470 -0.6813
C -0.3170 1.8321 -1.5497 -1.0365
H 0.8645 -3.7084 -1.1164 0.3204
H 2.3898 0.7336 1.5574 0.2690
C 0.3169 -1.7880 -0.3768 0.7254
H 0.6517 2.8677 1.1056 0.4769
C 1.8465 1.1235 0.6958 -0.5918
H 0.1541 0.9119 -1.8928 0.2775
H -2.3962 -1.5301 0.7235 0.2158
H -1.7808 1.0958 -0.1366 0.4673
H 2.4695 1.7759 0.0877 0.3309
H -1.2719 2.6107 0.2056 0.5112
H 0.1412 1.4211 2.0227 0.3392
H -0.8576 -3.3391 -1.2615 0.2592
H -1.5153 -1.4647 2.1165 0.2285
C 0.0171 -3.2472 -0.6153 -1.1142
H -1.1259 2.1048 -2.2291 0.3641
N -0.4531 -1.0942 0.4731 0.1573
H 1.6682 0.2158 0.0395 0.1185
C 0.5927 1.7826 1.1023 -0.7545
C -0.8422 1.6630 -0.1277 -0.4869
H -0.5349 0.1451 0.2723 -0.3115
H 0.4386 2.6162 -1.6016 0.2696
O 1.2513 -1.2175 -0.9647 -0.7154

List of relative energies, unit eV: one 0.000; two 1.539

## one
25
Properties=species:S:1:pos:R:3:mulliken_charge:R:1 method="wB97M-V/def2-TZVPD" smiles="CC(N)=O.C=CNC.C" orbital_gap_ev=8.340 e_lumo_ha=0.0335
H -0.1043 0.2692 -1.8531 0.1175
H 2.8300 -1.3327 -0.5932 0.3387
H -1.3686 1.6012 -1.9339 0.2951
H -0.2712 -1.2581 0.4683 0.2038
C -1.3063 0.4705 0.7166 0.6761
C 2.3550 -1.2189 1.9828 -0.8995
C -2.7233 0.9917 0.7542 -1.2322
H -3.3842 0.4214 0.1066 0.3515
H 1.3992 1.3017 -1.0910 0.3890
H 1.4643 -1.7936 2.2732 0.2868
H 2.7355 -0.7191 2.8772 0.3068
C -1.2796 0.5598 -2.2304 -1.0211
H -1.9379 -1.4180 0.2236 0.2632
H 1.3100 0.4540 1.1852 0.3739
H -2.7310 2.0367 0.4644 0.2879
H -3.0868 0.9171 1.7784 0.3755
H -1.0996 0.5514 -3.3039 0.3542
N -1.1943 -0.8985 0.6582 -0.3045
H -2.2535 0.0934 -2.1147 0.2525
H 2.0045 0.1609 -2.3334 0.3653
H 3.1166 -1.9129 1.6217 0.3252
C 1.6185 0.2705 -1.3313 -1.2031
N 2.0608 -0.2345 0.9708 -0.2033
C 2.1990 -0.4834 -0.3462 0.0205
O -0.3528 1.1703 1.0502 -0.7200

## two
25
Properties=species:S:1:pos:R:3:mulliken_charge:R:1 method="wB97M-V/def2-TZVPD" orbital_gap_ev=8.398 e_lumo_ha=0.0270
C -0.6120 0.9502 0.1622 0.8641
H 1.3243 -1.0031 1.7083 0.3572
C 2.0923 0.9213 -0.0641 -1.6639
H -2.3666 -1.4932 -0.8250 0.3086
H 2.0337 -1.9198 0.3855 0.4305
N -0.7156 1.1675 1.5361 -0.4906
O -2.6838 -1.2443 1.1944 -0.5086
H -1.0519 -0.3413 -0.1251 0.0386
H -0.9329 1.6072 -1.6139 0.2588
N -0.9327 1.9056 -0.6410 -0.9060
H 1.8679 1.8294 -0.6332 0.4007
H 1.7587 -1.0642 -2.0578 0.4489
H -0.0038 0.7491 2.1180 0.2049
H 0.7473 0.3537 -2.3528 0.3638
C 1.1661 -1.3076 0.6697 -1.4872
H 0.0148 -1.1854 -1.8598 0.3207
H -1.0892 2.0896 1.7258 0.2539
C 0.8719 -0.5208 -1.7067 -1.4989
H 3.0623 0.5525 -0.4246 0.4361
C 1.0061 -0.1147 -0.2542 1.1078
H -2.4655 -0.5333 1.8304 0.3708
H -3.1384 0.0863 -0.3384 0.3368
H 0.2878 -1.9601 0.6420 0.3481
H 2.2223 1.1989 0.9859 0.3374
C -2.4628 -0.7235 -0.0615 -0.6328

List of relative energies, unit eV: one 0.000; two 2.180

## one
41
Properties=species:S:1:pos:R:3:mulliken_charge:R:1 method="wB97M-V/def2-TZVPD" orbital_gap_ev=8.751 e_lumo_ha=0.0711 total_charge=-1
O 9.4530 -7.3660 -12.4060 -0.2881
H 7.9480 -5.9130 -7.5000 0.3294
H 12.1870 -8.9550 -10.5600 0.2804
H 7.1390 -4.6430 -13.2430 0.2746
H 7.8720 -6.4700 -8.8600 0.2329
H 11.2890 -9.1430 -9.2640 0.2734
H 8.5510 -8.5210 -8.0540 0.2790
H 6.6050 -4.6690 -10.5930 0.3064
O 5.9150 -5.2660 -10.8690 -0.7454
H 10.8520 -6.5620 -7.5690 0.3320
H 6.2070 -8.1090 -10.7390 0.4856
H 7.2000 -8.4960 -12.6750 0.0258
H 6.1540 -9.5570 -12.7280 0.3180
O 10.1750 -4.6710 -12.2220 -0.8514
H 6.3760 -6.0190 -11.1590 0.3010
O 7.3340 -5.4970 -13.5310 -0.6425
H 9.8450 -5.5280 -12.4780 0.3745
H 8.9430 -7.9150 -13.9950 0.4033
H 11.5850 -5.5980 -9.6390 0.3862
H 9.3900 -7.1760 -15.2090 0.2861
H 9.9860 -5.7830 -8.4770 0.4452
O 7.9300 -5.6400 -8.4230 -0.6811
O 12.0610 -5.4790 -10.4460 -0.7250
H 10.8910 -9.9320 -12.5000 0.2820
O 11.3280 -9.2160 -12.8940 -0.6970
O 11.6560 -8.5190 -9.9190 -0.5603
H 8.0910 -9.9740 -7.6130 0.2821
O 10.8150 -5.7250 -8.0590 -0.7025
H 11.3320 -5.1300 -10.9940 0.3720
O 7.4920 -7.2930 -11.5110 -0.5493
H 10.1380 -7.4500 -10.0960 -0.0984
O 6.8560 -9.1160 -13.2830 -0.7270
H 10.9770 -4.3930 -12.6890 0.2748
H 4.7510 -8.0840 -10.1650 0.2920
H 7.6870 -6.0370 -12.8350 0.0633
H 10.8430 -8.4060 -12.6610 0.3568
O 7.8500 -9.1690 -8.1260 -0.5873
O 5.5170 -8.6200 -10.3510 -0.6792
O 9.2010 -7.3390 -10.1410 0.4622
O 8.9790 -7.9990 -14.9740 -0.6934
C 8.7160 -7.3580 -11.3850 0.5091

## two
41
Properties=species:S:1:pos:R:3:mulliken_charge:R:1 method="wB97M-V/def2-TZVPD" orbital_gap_ev=8.875 e_lumo_ha=0.0630 total_charge=-1
O -2.2186 -1.4722 1.9603 -0.6430
H -1.3886 -2.2375 0.7426 0.3525
H 0.6678 -1.3950 -4.0511 0.3056
O -2.6859 0.0482 -2.8152 -0.6700
H -2.6569 -0.6418 1.7548 0.2662
O 0.1392 -0.0967 0.6712 -0.0391
H 0.4299 1.7651 1.4519 0.2166
O -1.5608 3.8180 0.3189 -0.6662
H 2.8558 3.0396 -0.8658 0.2718
H -0.3931 2.2051 -2.2129 0.1995
O -0.4386 -0.2578 -1.4393 -0.9039
H -0.8563 3.2269 0.1204 0.3276
H -2.6557 -1.8005 2.7661 0.3134
O -0.7799 -2.7161 0.1162 -0.6561
H 0.0630 -1.0637 0.4971 0.0621
O 0.4588 2.2980 2.2602 -0.6656
H 2.1895 -3.0629 0.1310 0.3838
H 1.1293 2.9741 2.0534 0.3258
H 1.8343 2.0452 -0.4446 0.1881
O -0.9085 2.7303 -2.8407 -0.6946
H -1.1939 -2.4719 -0.7087 0.3412
O 1.7126 -2.0862 -1.5721 -0.8035
O 0.1117 1.7644 -0.5713 -0.4438
O 0.0788 -0.5973 -3.9507 -0.6926
H -1.9331 -0.0694 -2.1796 0.3578
H 3.0038 -0.2533 2.0494 0.3162
H -1.8484 2.5155 -2.8012 0.3107
O -0.0611 -1.1010 3.6709 -0.6033
H 1.2611 -1.3526 -1.1171 0.3174
H 1.7065 -0.0852 2.8468 0.3112
H 1.3870 -3.3710 1.4164 0.2973
H -3.1682 -0.7923 -2.8225 0.2658
O 2.6272 0.1445 2.8636 -0.6479
H 1.1973 -2.8760 -1.5563 0.3215
O 2.2799 -3.2629 1.0648 -0.6518
O 2.7741 2.2339 -0.3339 -0.6885
H -0.8081 -1.4204 3.1697 0.3703
H -0.1157 -0.5851 -3.0197 0.5855
H -1.5334 4.3608 -0.5020 0.3163
H -0.5276 -0.6431 4.3513 0.2456
C -0.1755 0.5422 -0.4721 0.9003

List of relative energies, unit eV: one 0.349; two 0.000